Record 1
Density functional theory data (the ωB97M-V functional and the def2-TZVPD basis) for a single C3H3N3O2 molecule at a distorted geometry.

```
11
Properties=species:S:1:pos:R:3:forces:R:3
C 1.289906 -0.671635 -0.224022 -1.7830 -1.6075 -1.9507
C -0.362304 1.487922 -0.383143 -1.2018 -1.9923 0.9015
C -0.922413 -1.091429 0.584767 1.9509 -0.6985 -3.9612
H 2.069462 -1.211459 -0.683471 1.1774 -0.5501 0.0070
H -0.145746 2.458816 -0.811906 -0.2131 -0.4194 -0.7380
H -0.956466 -1.848396 1.318271 0.0016 -0.7156 0.5265
N 1.550628 0.432215 0.310880 1.4126 -0.4702 -0.3532
N -1.381306 0.720204 -0.584618 0.1282 2.9767 -0.7324
N -1.683842 -0.149306 0.393961 -0.5729 0.6981 0.9110
O 0.070894 -1.292681 -0.595230 0.5018 0.9002 4.0826
O 0.471183 1.165750 0.674509 -1.4018 1.8785 1.3069
```
Positions in Å, forces in eV/Å.

Output
Energy above the lowest of the compared OMol25 structures with the same formula, charge and spin, kcal per mole: 149.5
Total charge: 0
2S+1: 1
SMILES: c1nnconco1


Record 2
Density functional theory data (the ωB97M-V functional and the def2-TZVPD basis) for a single C3H6Cl4Si2 molecule at a distorted geometry.

```
15
Properties=species:S:1:pos:R:3:forces:R:3
C -0.865723 0.212398 1.307680 1.1771 0.9520 -3.1660
C 1.996830 -0.007350 -0.640192 -0.1021 -0.3646 -0.6576
C 1.893980 -0.887295 -1.666266 -2.4546 0.8499 1.2784
Si -2.145594 -0.631672 0.196158 -0.1134 0.5284 0.8980
Si 0.706115 1.021848 0.411529 0.8655 -1.5333 0.7686
Cl -3.044136 0.896861 -0.904804 0.2477 -0.7949 0.3647
Cl -3.482446 -1.640155 1.381887 -0.3406 0.2925 0.2714
Cl 0.037381 2.488176 -0.830178 0.1366 0.2741 0.1994
Cl 1.946293 1.717043 2.079286 -1.1295 -0.3798 -1.4599
H -1.267830 1.117318 1.690750 -0.9535 1.0887 0.1806
H -0.490671 -0.228611 2.170617 0.6019 -1.6358 1.3295
H 3.011008 0.265588 -0.419142 0.4767 0.3121 0.4982
H 2.661123 -1.377321 -2.256071 0.2439 0.3523 0.3573
H -1.804971 -1.798389 -0.597998 0.6328 0.2505 -0.6243
H 0.848646 -1.148432 -1.923260 0.7113 -0.1919 -0.2382
```
Positions in Å, forces in eV/Å.

Output
Energy above the lowest of the compared OMol25 structures with the same formula, charge and spin, kcal per mole: 0.0
Total charge: 0
2S+1: 1
SMILES: C=C[Si](Cl)(Cl)C[SiH](Cl)Cl


Record 3
Density functional theory data (the ωB97M-V functional and the def2-TZVPD basis) for a 13-piece molecular cluster, C40H103N17O16 overall at a distorted geometry.

```
176
Properties=species:S:1:pos:R:3:forces:R:3
C 25.548001 4.833657 7.023953 0.3416 -0.4565 1.2308
C 26.419073 4.332968 8.176517 0.0207 -0.4649 -0.5386
O 25.910599 3.110889 8.735614 -0.2595 0.4230 -0.5251
O 24.194097 4.849287 7.470509 -0.2704 0.2607 -0.3733
H 25.688373 4.206018 6.141602 -0.0528 0.0548 0.0180
H 25.890911 5.857706 6.860034 -0.2461 0.0560 -0.3591
H 26.415573 5.087448 8.964335 0.3840 0.1701 -0.0748
H 27.387385 4.140076 7.708930 0.3188 0.2469 0.4455
H 26.490711 2.866599 9.460367 -0.0378 -0.0961 0.0089
H 24.070505 3.997170 7.911330 -0.1699 0.0422 0.0440
C 29.091266 5.335138 5.074733 0.2342 2.3162 0.0785
C 28.513825 6.696476 4.624097 -0.8520 -1.5091 0.3361
O 28.338796 6.611031 3.213882 0.5523 0.6616 -0.5425
O 30.461366 5.242132 4.709008 0.0521 -0.4564 -0.5087
H 28.489385 4.567042 4.594279 0.2211 -0.4559 0.5405
H 29.115522 5.414212 6.165532 -0.7873 -0.8196 0.1142
H 29.167098 7.472720 5.035134 0.0709 0.3324 -0.6289
H 27.499747 6.860006 5.003809 0.2299 -0.0315 0.7035
H 28.206511 7.502000 2.872228 0.0439 -0.0545 -0.0954
H 30.792117 6.128376 4.540631 0.0533 -0.0257 -0.0577
C 26.153435 10.108878 6.118047 -0.5678 -1.9784 0.3006
C 25.239233 10.347232 4.899230 0.7930 0.3966 1.7899
O 23.871129 10.289321 5.271419 0.1742 0.1316 -0.3987
O 26.043882 8.727278 6.559796 0.7549 -0.0486 -0.5415
H 25.943236 10.631419 7.052246 -0.4380 1.0147 -0.6210
H 27.186386 10.316354 5.835167 0.0820 -0.3068 0.0015
H 25.416723 9.640879 4.089848 0.4379 0.0468 0.0358
H 25.574037 11.352494 4.631329 -0.9425 0.1972 -0.6317
H 23.618077 9.378277 5.465136 -0.0130 -0.0408 -0.0464
H 25.108539 8.522525 6.680242 0.0433 0.2756 0.0617
C 26.108396 4.954586 0.056825 0.7214 -0.5606 -1.2840
O 25.700790 4.309473 -0.905034 -0.4054 0.6982 0.5078
N 25.857711 6.263086 0.326746 -0.4849 0.5547 0.3022
N 27.042790 4.427733 0.882263 0.4522 -0.8762 0.5725
H 26.158074 6.588262 1.228646 -0.0035 0.2739 -0.1222
H 25.126348 6.772464 -0.137035 -0.0395 -0.2435 -0.0732
H 27.451649 4.873003 1.686499 0.0281 0.2269 -0.0946
H 27.462056 3.579400 0.543808 -0.0742 -0.0277 0.1991
C 23.138819 11.314312 1.194327 -1.2439 0.2897 1.2726
O 23.962672 11.548251 0.335389 -0.0234 -0.3646 0.3171
N 22.591611 12.239802 2.057283 1.0941 0.2865 -1.0842
N 22.547129 10.094474 1.437290 0.9282 -1.4200 -1.9752
H 23.246642 12.972373 2.279153 -0.6634 0.2673 0.3771
H 21.853338 11.911676 2.645506 0.1718 0.4699 0.6568
H 22.069269 9.748881 2.244941 0.0913 0.7499 0.4357
H 22.938066 9.366174 0.854518 -0.2618 0.0125 0.0571
C 17.227051 7.102371 8.025251 -0.7943 -0.2424 1.2587
O 16.855869 8.154483 8.523653 0.7597 -0.5260 -0.2953
N 17.113658 6.793319 6.722930 -0.4652 0.8728 -1.2020
N 17.677057 5.991418 8.722864 0.3201 1.1122 0.0594
H 17.652649 6.042707 6.333216 0.1142 0.1554 -0.1820
H 16.860731 7.597023 6.164852 0.0518 -0.4094 -0.3147
H 17.982150 6.163738 9.666050 -0.5284 -0.4147 0.1015
H 17.404496 5.117850 8.314046 0.2725 -0.3987 0.6048
C 19.714254 2.645851 9.448630 0.4802 -0.7041 -0.5269
O 20.303422 1.640899 9.060753 -0.4038 0.6509 0.4344
N 19.812830 3.850565 8.823665 0.3545 -0.6037 -0.4128
N 18.882229 2.687370 10.516183 0.0019 -0.7106 0.3346
H 19.373104 4.641207 9.245661 0.4969 0.4815 -0.3492
H 20.585927 3.890780 8.180617 -0.1692 0.5505 0.0124
H 18.693306 1.797859 10.946300 -0.2643 0.2758 0.1818
H 18.375136 3.523707 10.724910 -0.2530 -0.2058 0.3263
C 26.264028 1.992653 4.332457 1.0436 -0.2404 0.5924
O 26.984428 2.446672 5.214984 -0.6022 0.3597 -0.1835
N 25.457273 2.704153 3.506648 0.0357 0.2575 0.0966
N 26.233506 0.663628 4.054035 -0.2279 -0.6714 -0.3385
H 24.968990 2.188114 2.801376 -0.4162 0.4169 -0.1311
H 25.168205 3.628179 3.770063 0.0800 -0.0442 -0.2158
H 26.877956 0.029177 4.489653 0.1155 0.2398 0.0327
H 25.804719 0.380878 3.192521 0.0444 -0.3593 0.0525
C 22.134361 13.036988 6.717448 -0.6292 1.2741 -0.9287
O 21.805066 14.188866 7.005840 -0.1436 -0.3007 0.5397
N 21.687176 11.945215 7.375527 -0.4084 0.0449 0.4323
N 22.821515 12.808353 5.566591 0.4788 -0.9371 -0.1155
H 21.051322 12.169892 8.126913 0.2610 -0.1532 0.2225
H 22.059592 11.014329 7.295204 0.2532 0.1206 0.0027
H 23.226371 13.606356 5.113640 0.0747 0.0469 0.1936
H 23.226298 11.877861 5.466551 -0.0374 0.4988 -0.3195
C 23.618435 8.710959 9.515471 0.4719 -0.3470 -1.0980
O 23.455563 9.601456 8.690002 -0.2974 -0.4507 0.2444
N 23.701247 7.366846 9.239191 -0.3942 1.0621 0.1419
N 23.800523 8.937552 10.835083 -0.3050 1.3712 0.6915
H 24.014134 6.888101 10.057685 0.1346 -1.2109 -0.5657
H 23.768560 7.040330 8.290580 0.2505 -0.2341 0.4069
H 23.491800 9.841340 11.158130 0.2832 -0.1201 0.1482
H 24.050851 8.235031 11.499629 -0.1482 -0.0662 0.1225
C 19.870366 1.953609 2.685724 -0.1556 1.4200 -0.9589
C 20.184642 1.887021 1.168838 -0.2141 -1.5674 -0.6286
C 19.902946 0.387391 0.755608 0.3509 0.0680 -0.4365
C 19.670328 0.246705 -0.722486 -2.1396 0.7388 -0.2320
C 18.351315 1.034006 -1.085017 2.3197 -0.0558 0.1077
C 18.610822 2.529294 -0.845310 -0.6539 0.7711 -0.6857
N 19.329592 2.798637 0.405602 -1.2796 -1.7688 1.0464
O 19.611806 4.132585 0.684822 0.0442 0.4185 -0.2074
C 19.435715 3.123575 -2.001206 0.6827 1.0563 -0.1079
C 17.196879 3.212082 -0.829805 1.1386 -0.2381 -0.5074
C 21.641949 2.195454 0.833157 0.0314 -0.3692 0.5499
H 20.454808 1.246413 3.268616 -0.1530 -0.0499 0.0470
H 18.788111 1.864367 2.790421 0.0505 -0.6583 0.1684
H 20.041699 2.979589 3.028524 0.4823 -0.0720 0.2164
H 20.786121 -0.237445 0.915472 0.0962 0.2967 0.7875
H 19.069654 -0.080966 1.282640 -0.0386 0.3238 0.2683
H 19.465813 -0.777048 -1.035967 0.5996 -0.1684 0.1248
H 20.535903 0.678313 -1.224191 -0.1840 -0.2376 -0.4869
H 17.479850 0.681607 -0.533833 0.1529 -0.1534 0.2008
H 18.190805 0.857709 -2.148772 -0.3529 0.3347 -0.0336
H 20.421228 2.684723 -2.173434 -0.2569 -0.6856 0.0873
H 18.949224 3.241341 -2.970485 -0.3253 -0.3669 0.1131
H 19.750335 4.134458 -1.723997 -0.3910 0.1365 0.1170
H 16.737727 2.979318 -1.792117 -0.1068 0.1230 -0.0181
H 16.553930 2.797770 -0.054783 0.1398 0.1657 0.2143
H 17.319096 4.293216 -0.767662 -0.2486 0.0231 0.2020
H 21.854567 3.190433 1.222727 0.4562 -0.0689 -0.1018
H 21.853112 2.146345 -0.234332 -0.2275 0.2484 -0.0511
H 22.257792 1.406210 1.271966 0.2817 0.3637 0.3449
H 18.945215 4.396669 1.330452 -0.0312 0.0638 -0.0652
C 22.970719 5.067179 4.046452 2.0141 -0.5921 0.0283
C 22.884755 6.598751 3.914835 -0.7872 0.0106 -0.4319
C 21.869230 6.970637 2.824007 -0.3927 -0.4992 -1.1181
C 20.403540 6.778007 3.173450 0.9817 0.4013 0.7045
C 20.079979 7.422969 4.522470 -0.5762 0.2209 -0.7030
C 21.108057 7.283921 5.657712 0.1058 -1.5576 0.1446
N 22.485052 7.370307 5.109109 -0.1718 1.4562 -1.8809
O 23.544962 7.474766 6.042950 -1.3095 -1.4927 0.1990
C 20.921257 8.404756 6.647014 -0.5024 -0.7541 1.0567
C 20.902184 5.886444 6.306999 0.0355 -0.2068 0.7439
C 24.247902 7.123700 3.421240 -0.1402 -0.0997 0.8547
H 23.274366 4.665717 3.074671 -0.6020 0.0558 -0.2806
H 22.254669 4.389822 4.502778 -0.5902 0.5943 -0.1787
H 23.899023 4.841447 4.587825 -0.1337 0.2188 0.5586
H 22.016744 7.977808 2.429792 0.1139 -0.0154 0.6276
H 22.026900 6.363743 1.925937 0.4279 -0.2315 0.1355
H 20.159542 5.715991 3.255571 0.0932 -0.0860 -0.2812
H 19.812811 7.234183 2.379138 -0.2435 -0.1968 0.0736
H 19.131583 6.917412 4.723831 0.0203 0.3536 1.0336
H 19.845510 8.485754 4.430626 0.0939 0.0256 -0.3030
H 20.760815 9.364147 6.159149 0.6419 0.1721 0.1766
H 20.040647 8.232704 7.274213 -0.3432 -0.1114 -0.4032
H 21.703715 8.308841 7.400499 0.3469 0.8881 -0.2680
H 20.172885 5.833306 7.119952 -0.4625 0.5734 -0.3327
H 20.607991 5.149203 5.561095 0.0724 -0.0487 0.0211
H 21.781480 5.508050 6.838785 0.3669 0.0901 -0.3931
H 25.053306 6.918909 4.130386 -0.1325 0.1452 0.2259
H 24.101003 8.200736 3.345467 0.3991 0.0241 -0.3555
H 24.586070 6.658583 2.498399 -0.5687 0.1127 -0.2375
H 23.519974 6.572382 6.405586 0.7512 -0.1224 0.5162
C 17.446681 14.918400 9.120812 0.2441 -0.2521 0.7435
C 17.785236 14.009256 10.357340 0.4535 -0.7813 -1.4064
C 16.463777 13.490150 10.938214 1.1224 0.1766 0.8169
C 15.815970 12.370572 10.171042 -0.9049 0.6843 -1.1174
C 16.793544 11.219910 9.904141 -0.8964 0.9516 1.2333
C 18.076273 11.718658 9.190029 0.1532 -1.5810 0.8725
N 18.632040 12.847932 9.943477 -0.1245 -0.1115 1.4676
O 19.884042 13.305173 9.423479 -1.5238 -0.2898 -0.3848
C 19.081553 10.564702 9.284855 1.2869 -0.4878 0.1706
C 17.724295 11.980597 7.752099 0.7837 1.1521 -1.3255
C 18.579203 14.797577 11.395652 0.1376 0.9195 -0.2912
H 16.679009 14.524865 8.456288 -0.1649 -0.1602 0.3053
H 18.321450 15.054661 8.483958 0.0403 0.4773 0.1331
H 17.108335 15.866851 9.538137 0.0856 0.2068 -0.3959
H 16.634360 13.072217 11.936734 0.3456 0.2020 0.1081
H 15.875663 14.395282 11.104469 -0.4992 -0.2457 -0.1972
H 15.385513 12.744482 9.235536 0.0397 0.0453 -0.0717
H 14.942883 12.097567 10.768360 0.0610 -0.5720 -0.1311
H 16.297035 10.401680 9.384941 0.2806 0.0952 -0.3548
H 16.917995 10.868927 10.933654 1.0373 -0.3754 -0.1741
H 19.282944 10.245622 10.311117 -0.7880 -0.0867 0.1613
H 18.809123 9.713241 8.661935 -0.4687 -0.0043 0.2572
H 20.121511 10.749795 9.004154 -0.2504 0.7066 -0.4853
H 18.476874 12.638701 7.296845 -0.1347 0.4699 0.2302
H 17.840237 11.167943 7.032976 -0.6010 -0.6137 0.5849
H 16.753186 12.465742 7.678834 0.0106 -0.1418 -0.3574
H 19.518353 15.208089 11.020201 -0.0108 -0.3275 -0.4050
H 18.858861 14.242164 12.289250 -0.4346 -0.2068 -0.0053
H 18.020172 15.706308 11.635076 -0.2380 -0.2051 0.4318
H 19.558593 13.787842 8.647331 1.0320 0.2760 -0.3068
```
Positions in Å, forces in eV/Å.

Output
Total charge: 0
2S+1: 1


Across the entries above, HOMO energy takes the values -10.24; -10.63; -8.17 eV, respectively.
Across the entries above, LUMO takes the values 0.774; 0.548; -0.140 eV, respectively.
Across the entries above, frontier orbital gap takes the values 0.4049; 0.4106; 0.2951 Eh, respectively.